#i
{"formula": "C6H7N3", "method": "ωB97M-V/def2-TZVPD", "symbols": ["N", "N", "N", "C", "C", "C", "C", "C", "C", "H", "H", "H", "H", "H", "H", "H"], "xyz": [[0.253, -0.263, -1.312], [0.275, 1.009, -1.706], [-0.314, -0.963, 1.324], [-0.704, 1.201, 1.845], [-0.327, 1.136, 0.476], [-0.081, 1.822, -0.748], [-0.099, -0.206, 0.237], [0.864, -1.343, -2.009], [-0.683, -0.081, 2.319], [-0.143, 2.874, -0.956], [-0.893, -0.449, 3.307], [1.658, -1.809, -1.417], [1.291, -0.933, -2.923], [-0.230, -1.960, 1.415], [-0.984, 2.070, 2.409], [0.120, -2.105, -2.261]], "nbo_charge": [-0.20, -0.23, -0.54, -0.28, -0.20, -0.04, 0.27, -0.40, -0.07, 0.21, 0.21, 0.19, 0.23, 0.42, 0.23, 0.19], "orbital_gap_ev": 8.87, "smiles": "Cn1ncc2cc[nH]c21"}


#ii
{"formula": "C6H7N3", "method": "ωB97M-V/def2-TZVPD", "symbols": ["N", "N", "N", "C", "C", "C", "C", "C", "C", "H", "H", "H", "H", "H", "H", "H"], "xyz": [[-0.409, 0.111, 0.058], [-1.071, -0.834, -0.353], [4.399, -0.093, -0.688], [-0.670, -1.314, -1.624], [2.190, 0.071, 0.589], [-0.689, 0.822, 1.161], [3.438, 0.136, -0.069], [0.336, 1.218, 1.917], [1.748, 0.961, 1.573], [-0.022, 1.925, 2.756], [0.485, -0.980, -1.815], [-1.703, 1.212, 1.278], [-1.329, -0.889, -2.448], [1.590, -0.768, 0.084], [-0.740, -2.390, -1.576], [2.457, 1.657, 1.991]], "nbo_charge": [-0.18, -0.13, -0.30, -0.46, -0.31, -0.03, 0.24, -0.23, -0.16, 0.23, 0.19, 0.21, 0.23, 0.26, 0.22, 0.23], "orbital_gap_ev": 8.29, "smiles": "C/N=N/C=C\\C=C\\C#N"}


Unit: kcal/mol. Relative energies: #i 0.0; #ii 48.8.


#i
{"formula": "C2HClF3N", "method": "ωB97M-V/def2-TZVPD", "symbols": ["Cl", "F", "F", "F", "N", "C", "C", "H"], "xyz": [[0.364, 0.028, 2.529], [0.302, -0.812, -2.004], [-1.069, -1.456, -0.456], [0.920, -1.552, -0.105], [-0.282, 1.785, -0.039], [-0.075, 0.576, -0.092], [-0.005, -0.792, -0.676], [-0.155, 2.223, 0.844]], "nbo_charge": [-0.57, -0.29, -0.26, -0.27, -0.47, 0.52, 0.89, 0.46], "orbital_gap_ev": [7.56, 7.57]}


#ii
{"formula": "C2HClF3N", "method": "ωB97M-V/def2-TZVPD", "symbols": ["Cl", "F", "F", "F", "N", "C", "C", "H"], "xyz": [[2.775, -0.629, -0.211], [-1.634, -0.483, -0.725], [-1.456, 0.544, 1.076], [-1.349, 1.624, -0.733], [0.457, 0.407, -0.308], [1.189, -0.555, 0.124], [-0.954, 0.469, -0.179], [0.972, -1.377, 0.956]], "nbo_charge": [0.12, -0.30, -0.34, -0.32, -0.51, 0.08, 1.06, 0.20], "orbital_gap_ev": 11.34, "smiles": "FC(F)(F)/N=C/Cl"}


Unit: kcal/mol. Relative energies: #i 54.5; #ii 0.0.


#i
{"formula": "C5H13N2S", "method": "ωB97M-V/def2-TZVPD", "symbols": ["S", "N", "N", "C", "C", "C", "C", "C", "H", "H", "H", "H", "H", "H", "H", "H", "H", "H", "H", "H", "H"], "xyz": [[-1.404, 0.427, 0.392], [1.483, 1.005, 0.329], [1.402, -0.875, 1.457], [1.236, -1.289, -0.990], [-2.954, -0.285, 0.356], [1.409, -0.531, 0.258], [2.928, 1.421, 0.185], [-4.167, 0.182, -0.447], [-3.098, -1.101, 0.915], [-4.915, 0.093, 0.362], [-4.448, -0.505, -1.191], [1.274, 1.025, 1.379], [1.014, -2.326, -0.824], [0.332, -1.099, -1.460], [1.372, -1.829, 1.678], [2.203, -1.075, -1.501], [3.172, 2.119, 0.982], [3.054, 1.589, -0.845], [0.762, 1.371, -0.350], [-4.116, 1.161, -0.969], [3.462, 0.523, 0.282]], "nbo_charge": [-0.17, -0.60, -0.61, -0.73, -0.05, 0.49, -0.41, -0.70, 0.17, 0.25, 0.26, 0.49, 0.27, 0.27, 0.38, 0.25, 0.25, 0.23, 0.46, 0.25, 0.22], "charge": 1, "orbital_gap_ev": [8.39, 8.39]}


#ii
{"formula": "C5H13N2S", "method": "ωB97M-V/def2-TZVPD", "symbols": ["S", "N", "N", "C", "C", "C", "C", "C", "H", "H", "H", "H", "H", "H", "H", "H", "H", "H", "H", "H", "H"], "xyz": [[1.153, 2.613, -1.323], [-0.215, 1.176, 0.590], [1.009, -0.312, -0.932], [0.946, 1.350, 0.005], [-0.736, -1.873, -0.436], [-1.118, 0.758, -0.506], [-0.228, 0.687, 1.977], [-0.437, -0.507, -1.036], [2.377, 2.876, -0.996], [-1.995, 0.408, -0.039], [-1.205, 1.615, -1.216], [-0.521, -1.775, 0.528], [1.610, -1.100, -0.620], [0.332, -0.284, 2.018], [1.780, 1.405, 0.756], [0.423, 1.411, 2.655], [-1.349, 0.759, 2.223], [-0.087, -2.601, -0.810], [-1.831, -2.092, -0.555], [1.442, 0.104, -1.768], [-0.630, -0.584, -2.112]], "nbo_charge": [0.05, -0.43, -0.68, 0.08, -0.60, -0.24, -0.43, -0.08, 0.15, 0.24, 0.25, 0.20, 0.43, 0.20, 0.25, 0.24, 0.25, 0.23, 0.24, 0.43, 0.23], "charge": 1, "orbital_gap_ev": 10.66}


Unit: kcal/mol. Relative energies: #i 21.9; #ii 0.0.


#i
{"formula": "C21H52Cl6O15S5", "method": "ωB97M-V/def2-TZVPD", "symbols": ["Cl", "Cl", "Cl", "Cl", "Cl", "Cl", "S", "S", "S", "S", "S", "O", "O", "O", "O", "O", "O", "O", "O", "O", "O", "O", "O", "O", "O", "O", "C", "C", "C", "C", "C", "C", "C", "C", "C", "C", "C", "C", "C", "C", "C", "C", "C", "C", "C", "C", "C", "H", "H", "H", "H", "H", "H", "H", "H", "H", "H", "H", "H", "H", "H", "H", "H", "H", "H", "H", "H", "H", "H", "H", "H", "H", "H", "H", "H", "H", "H", "H", "H", "H", "H", "H", "H", "H", "H", "H", "H", "H", "H", "H", "H", "H", "H", "H", "H", "H", "H", "H", "H"], "xyz": [[-0.194, 5.317, -3.907], [1.242, -3.807, -2.501], [-0.285, 4.376, 1.759], [0.606, -2.422, -5.573], [0.822, 2.150, -5.027], [-3.598, 4.673, 0.801], [2.922, -1.098, 5.626], [3.761, -0.322, -0.389], [-0.046, -0.239, 2.513], [-2.472, -4.520, -0.570], [-2.856, 1.042, -3.343], [2.978, 0.010, -1.536], [-3.070, -3.074, -0.970], [-3.327, -4.990, 0.503], [-3.815, 0.201, -2.707], [5.177, -0.594, -0.606], [-0.601, -1.546, 2.612], [-3.437, 2.599, -3.384], [4.005, -1.103, 4.703], [3.544, 0.889, 0.546], [-0.733, 0.534, 1.250], [2.116, -2.445, 5.437], [-1.039, -4.602, -0.426], [2.001, -0.007, 5.644], [-1.467, 1.140, -2.995], [1.365, -0.021, 2.288], [3.122, -1.711, 0.357], [2.985, -3.654, 3.516], [2.344, -2.828, -3.473], [-4.930, 2.686, -3.102], [4.164, 0.775, 1.902], [1.298, 4.500, -3.513], [-0.230, -0.895, -0.742], [1.147, 2.952, -3.477], [-0.557, 0.851, 3.735], [1.756, -1.839, -4.396], [-2.937, -5.647, -1.952], [-1.149, 5.825, 1.389], [-4.044, -1.899, 0.969], [-4.982, 4.150, -2.748], [-2.279, 5.782, 0.310], [-3.005, 0.543, -5.086], [-4.281, -2.593, -0.367], [-0.140, 0.528, -0.042], [3.483, -1.410, 7.230], [1.800, -3.042, 4.129], [5.124, 1.921, 2.270], [-0.501, 6.619, 1.097], [-4.993, -3.443, -0.244], [0.900, 0.893, 0.171], [-1.333, -1.167, -1.024], [1.471, 4.792, -2.481], [2.081, -1.818, 0.165], [-2.835, -6.607, -1.475], [1.304, -1.065, -3.786], [-2.016, 0.719, -5.534], [2.971, -2.394, -2.758], [-1.544, 6.119, 2.308], [-2.658, 6.759, 0.152], [3.604, -2.514, -0.154], [2.075, 4.898, -4.135], [-1.640, 0.901, 3.824], [1.097, -3.854, 4.320], [3.803, -3.025, 3.068], [5.955, 1.889, 1.501], [4.599, 2.906, 2.256], [2.933, -3.631, -3.931], [-0.214, 0.366, 4.657], [-3.065, -0.524, -4.966], [-3.798, 0.906, -5.644], [-4.354, 4.443, -1.907], [-5.061, 1.947, -2.310], [1.256, -2.330, 3.549], [4.750, -0.136, 1.823], [-3.910, -2.609, 1.804], [-0.734, 1.227, -0.642], [4.497, -1.665, 7.210], [-4.590, -1.833, -1.050], [0.108, -1.661, -0.076], [2.610, -1.425, -4.913], [-2.236, -5.530, -2.781], [-0.156, 1.821, 3.517], [-5.910, 4.594, -2.428], [3.434, 0.553, 2.679], [0.501, -0.886, -1.481], [3.311, -1.835, 1.364], [-1.831, 5.384, -0.633], [-3.341, -1.098, 1.000], [3.503, -4.314, 4.208], [2.086, 2.545, -3.097], [-5.449, 2.384, -3.975], [2.841, -2.139, 7.792], [-5.056, -1.396, 1.217], [0.374, 2.667, -2.750], [-4.687, 4.795, -3.579], [2.536, -4.216, 2.703], [5.509, 1.777, 3.295], [-3.948, -5.435, -2.367], [3.463, -0.490, 7.786]], "mulliken_charge": [-0.20, -0.10, -0.06, -0.22, -0.21, -0.21, 1.46, 0.93, 0.83, 1.00, 0.97, -0.40, -0.10, -0.65, -0.64, -0.68, -0.64, -0.24, -0.62, -0.24, -0.30, -0.37, -0.52, -0.66, -0.33, -0.21, 0.12, -1.23, -0.30, -0.18, 0.00, -0.50, 0.06, 0.14, -1.08, 0.22, -0.99, -0.76, -0.87, -0.95, -0.28, -1.03, -0.43, -0.03, -1.20, 0.77, -1.40, 0.36, 0.42, 0.15, -0.42, 0.27, -0.12, 0.37, -0.26, 0.26, -0.08, 0.38, 0.43, 0.59, 0.41, 0.39, 0.28, 0.22, 0.32, 0.31, 0.44, 0.39, 0.36, 0.39, 0.00, 0.32, -0.42, 0.43, 0.35, 0.25, 0.39, 0.39, 0.33, 0.36, 0.32, 0.24, 0.43, 0.17, -0.10, -0.33, 0.14, 0.05, 0.37, 0.21, 0.31, 0.29, 0.37, -0.10, 0.30, 0.43, 0.34, 0.30, 0.38], "orbital_gap_ev": 10.47, "smiles": "CCOS(C)(=O)=O.CCOS(C)(=O)=O.CCOS(C)(=O)=O.CCOS(C)(=O)=O.CCOS(C)(=O)=O.ClCCCl.ClCCCl.ClCCCl"}


#ii
{"formula": "C21H52Cl6O15S5", "method": "ωB97M-V/def2-TZVPD", "symbols": ["Cl", "Cl", "Cl", "Cl", "Cl", "Cl", "S", "S", "S", "S", "S", "O", "O", "O", "O", "O", "O", "O", "O", "O", "O", "O", "O", "O", "O", "O", "C", "C", "C", "C", "C", "C", "C", "C", "C", "C", "C", "C", "C", "C", "C", "C", "C", "C", "C", "C", "C", "H", "H", "H", "H", "H", "H", "H", "H", "H", "H", "H", "H", "H", "H", "H", "H", "H", "H", "H", "H", "H", "H", "H", "H", "H", "H", "H", "H", "H", "H", "H", "H", "H", "H", "H", "H", "H", "H", "H", "H", "H", "H", "H", "H", "H", "H", "H", "H", "H", "H", "H", "H"], "xyz": [[-1.852, 3.655, -6.259], [-2.526, 3.673, 1.547], [1.505, 4.172, -6.005], [-5.140, 5.490, 2.260], [-3.872, -2.697, 1.404], [-1.338, -5.072, 1.324], [0.150, 0.414, -0.274], [4.672, -2.723, -0.272], [-5.383, -2.774, -2.779], [3.142, -6.058, 2.729], [0.839, 1.316, 5.505], [2.903, -6.530, 4.104], [-4.397, -3.799, -3.076], [0.460, -0.088, 5.818], [5.469, -3.679, -0.973], [1.368, 0.475, -1.430], [-4.811, -1.280, -3.178], [4.780, -2.542, 1.184], [-0.428, 2.354, 5.767], [2.048, 1.978, 5.962], [-6.081, -2.640, -1.512], [0.678, -0.229, 0.903], [2.876, -6.932, 1.560], [4.841, -1.220, -1.059], [-1.044, 0.026, -1.003], [2.281, -4.666, 2.411], [-4.563, 5.180, 0.623], [0.079, 2.209, 0.077], [-3.061, 5.079, 0.613], [-6.714, -2.812, -4.018], [-0.972, 5.065, -5.606], [5.841, 0.981, -0.962], [2.301, 0.799, -3.598], [-0.142, 3.746, 5.691], [1.075, -2.776, 3.107], [-3.008, 0.347, -3.538], [5.034, -0.119, -0.244], [1.048, 0.786, -2.810], [2.939, -2.913, -0.716], [1.511, -4.225, 3.457], [-1.240, 4.531, 4.872], [0.803, 1.570, 3.687], [4.764, -5.312, 2.566], [-3.519, -0.878, -2.683], [0.290, 4.631, -4.889], [-2.250, -4.416, -0.064], [-2.608, -2.923, 0.086], [2.647, -0.215, -3.800], [-0.495, 2.230, 1.004], [1.488, 0.805, 3.322], [-4.927, 6.073, 0.115], [1.306, 2.513, 3.474], [-2.675, -1.567, -2.725], [-3.621, -0.499, -1.666], [-3.264, 0.195, -4.586], [6.823, 0.712, -1.352], [5.159, 1.399, -1.701], [-0.238, 1.603, 3.364], [5.695, -0.426, 0.567], [-4.970, 4.216, 0.320], [-2.628, 6.021, 0.947], [0.410, 1.668, -2.760], [1.077, 2.616, 0.235], [6.031, 1.781, -0.246], [-0.075, 4.234, 6.663], [3.125, 1.271, -3.063], [-1.514, 4.112, 3.904], [-2.120, 4.578, 5.513], [2.046, 1.176, -4.588], [-1.701, 5.562, -4.966], [2.537, -3.809, -0.242], [-3.070, -2.640, -0.860], [0.643, -2.267, 3.970], [2.878, -3.089, -1.790], [0.055, 3.821, -4.198], [5.526, -6.042, 2.838], [0.610, -4.829, 3.564], [1.927, -4.243, 4.464], [-7.536, -2.290, -3.528], [-1.943, 0.570, -3.471], [0.680, 5.493, -4.348], [4.749, -4.368, 3.111], [-3.569, 1.264, -3.354], [1.956, -2.205, 2.815], [0.393, -2.669, 2.264], [-6.345, -2.332, -4.925], [-0.346, 2.684, -0.807], [-1.762, -2.289, 0.349], [-1.600, -4.531, -0.931], [-6.987, -3.865, -4.090], [-3.160, -4.999, -0.206], [-0.853, 5.725, -6.465], [-2.801, 4.904, -0.431], [4.776, -5.173, 1.485], [-0.903, 5.556, 4.718], [2.459, -1.977, -0.430], [0.854, 3.997, 5.325], [0.382, 0.068, -3.290], [4.124, 0.304, 0.181]], "mulliken_charge": [-0.18, -0.15, -0.17, -0.18, -0.21, -0.16, 0.68, 1.13, 1.20, 1.05, 1.09, -0.62, -0.59, -0.56, -0.67, -0.14, -0.39, -0.60, -0.35, -0.59, -0.59, -0.20, -0.63, -0.33, -0.38, 0.00, -0.51, -0.36, -0.43, -1.02, -0.54, -1.25, -1.36, -0.38, -0.51, -1.02, 0.11, 0.45, -0.40, -0.65, -0.61, -0.88, -0.76, -0.14, -0.01, -0.52, 1.03, 0.34, -0.24, 0.34, 0.33, 0.44, 0.40, 0.36, 0.46, 0.34, 0.19, 0.25, 0.40, 0.32, 0.37, -0.11, 0.34, 0.40, 0.39, 0.19, -0.09, 0.32, 0.42, 0.29, 0.30, -0.68, 0.38, 0.39, -0.06, 0.47, 0.29, 0.47, 0.35, -0.02, 0.28, 0.27, 0.33, 0.18, -0.07, 0.31, 0.28, -0.22, 0.34, 0.37, 0.37, 0.38, 0.21, 0.16, 0.35, -0.13, 0.33, 0.16, 0.10], "orbital_gap_ev": 9.81, "smiles": "CCOS(C)(=O)=O.CCOS(C)(=O)=O.CCOS(C)(=O)=O.CCOS(C)(=O)=O.CCOS(C)(=O)=O.ClCCCl.ClCCCl.ClCCCl"}


Unit: kcal/mol. Relative energies: #i 0.0; #ii 16.9.